Entry 1:
Density functional theory data (wB97M-V/def2-TZVPD) for a 3-piece molecular cluster, C20H36FN3O9P2 overall at a distorted geometry.

The net charge is 0. The calculation puts the energy above the lowest of the compared OMol25 structures with the same formula, charge and spin at 12.597 eV. Its SMILES is O=C1NC(=O)c2c(PP(=O)(O)O)cc(F)cc21.COCCNCCOC.COCCNCCOC. Its frontier orbital gap is 7.2160 eV. The total energy is -65503.60477 eV. The calculation puts the LUMO energy at -0.0574 hartree.

Each line ends with the Löwdin charge.
Positions of all 71 atoms, in Å:
O: -4.75698 0.74571 5.18521  -0.004
C: -3.53830 1.11387 4.77923  -0.220
N: -2.20398 0.72728 5.43946  0.071
C: -1.12100 0.59344 4.36167  -0.238
O: -0.15526 -0.31792 4.50249  -0.029
C: -1.42156 1.71457 3.20393  -0.018
C: -0.48186 2.40084 2.04883  -0.358
P: 1.36930 1.92705 1.91721  0.824
P: 2.30658 1.94733 3.93258  0.538
O: 1.31223 2.61498 5.01238  -0.445
O: 2.83238 0.33795 4.42498  -0.279
O: 3.75079 2.97216 3.95725  -0.273
C: -1.24870 3.49005 1.03806  0.028
C: -2.85282 3.78118 1.29178  -0.060
F: -3.57618 4.71725 0.40004  -0.078
C: -3.74961 3.06824 2.50773  0.099
C: -3.01057 1.99147 3.49868  -0.006
H: -1.94886 1.30683 6.28047  0.157
H: 1.44960 0.56845 1.36364  -0.041
H: 2.33498 0.17223 5.28450  0.075
H: 4.14551 2.79991 4.88330  0.093
H: -0.64054 4.02331 0.16344  0.117
H: -4.88050 3.33266 2.65473  0.118
C: -6.33659 -2.74356 -1.56580  -0.115
O: -5.11900 -3.24950 -1.03520  -0.202
C: -4.08620 -3.36544 -2.02290  -0.204
C: -2.94792 -2.37948 -1.71554  -0.206
N: -3.37215 -0.99636 -1.94875  -0.054
C: -2.41851 0.00040 -1.45128  -0.190
C: -2.20960 0.07086 0.07485  -0.215
O: -3.36067 0.52033 0.79247  -0.214
C: -4.27317 -0.51104 1.14423  -0.082
H: -7.09518 -2.78621 -0.77971  0.090
H: -6.22079 -1.70243 -1.87647  0.077
H: -6.67667 -3.35285 -2.40902  0.087
H: -4.46973 -3.23030 -3.04243  0.121
H: -3.69555 -4.38614 -1.94986  0.118
H: -2.09032 -2.60963 -2.35704  0.120
H: -2.64887 -2.52846 -0.67233  0.102
H: -4.26621 -0.84133 -1.48806  0.071
H: -2.78495 0.97871 -1.78689  0.119
H: -1.45004 -0.15447 -1.94055  0.112
H: -1.43413 0.82327 0.25926  0.077
H: -1.82322 -0.86457 0.49307  0.114
H: -3.77560 -1.46821 1.32598  0.095
H: -5.03665 -0.61737 0.37096  0.073
H: -4.78354 -0.20982 2.06340  0.082
C: 5.30180 1.11523 -4.64149  -0.115
O: 4.72429 -0.17712 -4.51362  -0.204
C: 5.66855 -1.17030 -4.09214  -0.203
C: 5.30625 -1.68220 -2.68895  -0.207
N: 5.54673 -0.65239 -1.67454  -0.056
C: 5.00217 -0.99106 -0.35574  -0.192
C: 3.46813 -1.08936 -0.23443  -0.212
O: 2.79618 0.15904 -0.41324  -0.267
C: 2.49081 0.47324 -1.76533  -0.092
H: 4.54864 1.78518 -5.06470  0.089
H: 5.59953 1.50483 -3.66505  0.078
H: 6.16311 1.09165 -5.31640  0.088
H: 6.70226 -0.80322 -4.13082  0.122
H: 5.58679 -2.00150 -4.80078  0.119
H: 5.91284 -2.56542 -2.46108  0.122
H: 4.25253 -1.98117 -2.70366  0.101
H: 5.12288 0.22059 -1.98092  0.070
H: 5.34556 -0.21019 0.33442  0.119
H: 5.45145 -1.93007 -0.01267  0.118
H: 3.24566 -1.40007 0.79292  0.118
H: 3.04105 -1.86430 -0.87965  0.110
H: 2.29548 -0.41741 -2.36980  0.093
H: 3.29627 1.06498 -2.20492  0.073
H: 1.59168 1.09582 -1.77138  0.083

Entry 2:
Density functional theory data (wB97M-V/def2-TZVPD) for C20H36FeNOP2 as an isolated structure at a distorted geometry.

The net charge is 0. The spin multiplicity is 6. The calculation puts the energy above the lowest of the compared OMol25 structures with the same formula, charge and spin at 1.447 eV. Its expectation value of S² is 8.80. Its frontier orbital gap (spin up / spin down) is 4.0720 / 6.9662 eV. The total energy is -77813.14401 eV. The calculation puts the LUMO energy (spin up / spin down) at 0.0184 / 0.0038 hartree.

Each line ends with the Löwdin charge.
Positions of all 61 atoms, in Å:
P: -0.02601 -1.90220 -4.92585  0.549
P: 1.03063 -0.07381 -5.30039  0.715
C: 0.11212 -2.02147 -6.74577  -0.393
C: 1.01326 -0.81324 -7.01460  -0.353
H: -0.88202 -1.97338 -7.20886  0.081
H: 0.56866 -2.98586 -7.00345  0.074
H: 2.03499 -1.06626 -7.32985  0.078
H: 0.60298 -0.07793 -7.71841  0.077
C: -0.25749 1.21500 -5.54416  -0.250
H: -0.24816 1.91444 -4.69416  0.009
H: -1.25279 0.75175 -5.61970  0.037
H: -0.01594 1.76651 -6.46768  0.052
C: 2.58998 0.85192 -5.17130  -0.234
H: 3.17733 0.66137 -6.08284  0.047
H: 3.16920 0.54311 -4.29229  0.037
H: 2.38925 1.93280 -5.09839  0.043
C: -1.25824 -3.13192 -4.31825  -0.333
H: -0.78738 -4.08205 -3.95030  0.009
H: -1.85738 -3.36252 -5.20668  0.044
H: -1.89309 -2.69352 -3.54137  0.048
C: 2.23046 -2.30801 -4.49534  -0.324
H: 2.61080 -1.48357 -3.87316  0.025
H: 2.68008 -2.35296 -5.49327  0.028
H: 2.50373 -3.25699 -3.94929  0.001
Fe: 0.78377 -3.29724 -3.83539  0.274
C: -1.68495 4.30608 -2.83044  -0.106
C: -2.58600 3.61803 -3.55862  -0.114
C: -3.05480 2.20658 -3.43762  -0.191
C: -2.69386 1.42644 -2.14547  -0.196
C: -1.31461 0.88485 -2.07002  -0.134
C: -0.11826 1.42384 -2.32856  -0.154
C: 0.30743 2.84654 -2.28482  -0.196
C: -0.76907 3.81180 -1.76592  -0.200
C: 0.83921 -3.94446 -1.91284  -0.241
H: -1.57687 5.37644 -3.03088  0.098
H: -3.10170 4.16028 -4.35494  0.099
H: -2.73864 1.61992 -4.31983  0.093
H: -4.16028 2.26515 -3.51939  0.114
H: -2.91738 2.03830 -1.24594  0.114
H: -3.37880 0.55469 -2.09135  0.111
H: -1.27819 -0.17300 -1.79227  0.089
H: 0.71825 0.69866 -2.42628  0.098
H: 0.70839 3.18974 -3.24892  0.104
H: 1.16372 2.86695 -1.59409  0.118
H: -1.30028 3.33704 -0.93404  0.107
H: -0.23104 4.67833 -1.35506  0.109
H: 0.95459 -3.09388 -1.21124  -0.039
H: 1.71866 -4.62951 -1.88235  -0.026
H: -0.09960 -4.50576 -1.72843  -0.033
O: 1.02678 -0.63794 -0.09144  -0.108
N: 0.57764 -0.27511 1.08141  -0.207
C: -0.77235 -0.17366 1.30237  -0.017
C: -1.25506 0.29334 2.50812  -0.058
C: -0.36912 0.58064 3.55346  -0.081
C: 1.00052 0.39498 3.33821  -0.064
C: 1.45911 -0.02464 2.10694  -0.016
H: -1.42369 -0.44836 0.46737  0.125
H: -2.33116 0.40975 2.62224  0.111
H: -0.73493 0.95078 4.50557  0.102
H: 1.73386 0.56448 4.12756  0.112
H: 2.51485 -0.16652 1.87056  0.136

Entry 3:
Density functional theory data (wB97M-V/def2-TZVPD) for C20H36N3O14Zn as an isolated structure at a distorted geometry.

The net charge is +1. Its frontier orbital gap is 5.9949 eV. The total energy is -102868.40637 eV. The calculation puts the LUMO energy at -0.2505 hartree.

Each line ends with the Löwdin charge.
Positions of all 74 atoms, in Å:
Zn: -1.46178 1.75023 -2.30395  1.198
C: -1.17232 -0.73315 0.72523  0.040
C: -1.43155 0.21877 -0.41324  -0.629
O: -1.81295 1.41053 -0.27614  -0.059
O: -1.19535 -0.17560 -1.60496  -0.063
H: -1.10263 -0.29116 1.71119  0.085
H: -0.33831 -1.35642 0.41554  0.068
H: -2.04387 -1.39756 0.72907  0.113
C: 0.01193 -3.81955 1.60274  -0.037
O: 1.29655 -3.49747 1.09634  -0.001
C: 1.93302 -2.51646 1.71757  -0.636
O: 1.46456 -1.69285 2.44451  0.121
O: 3.20469 -2.55098 1.32607  0.011
C: 4.04344 -1.60356 1.97869  -0.036
H: -0.39272 -4.69615 1.09615  0.102
H: -0.74653 -3.04367 1.53356  0.064
H: 0.13485 -4.18439 2.62487  0.114
H: 5.02874 -1.76509 1.53333  0.103
H: 4.21195 -1.88441 3.01745  0.109
H: 3.77064 -0.56967 1.78661  0.085
C: -1.25242 4.12878 1.28136  -0.044
O: 0.05842 4.63781 1.36588  -0.006
C: 0.51105 5.59059 0.57576  -0.617
O: -0.12852 6.23274 -0.21508  0.136
O: 1.83275 5.64365 0.72074  0.009
C: 2.52693 6.70111 0.08839  -0.042
H: -1.40700 3.76368 0.26037  0.064
H: -2.07747 4.81435 1.46811  0.110
H: -1.33103 3.26690 1.93484  0.074
H: 2.42674 7.67778 0.55427  0.105
H: 2.28540 6.77479 -0.97430  0.096
H: 3.57781 6.41297 0.08048  0.097
C: 0.12575 -3.77431 -1.96949  -0.036
O: 0.80870 -4.00639 -3.19102  0.000
C: 2.13084 -3.86219 -3.25738  -0.642
O: 2.83279 -3.89563 -2.29508  0.144
O: 2.43451 -3.83491 -4.54100  0.015
C: 3.81271 -3.76214 -4.89435  -0.043
H: -0.02331 -2.70028 -1.82751  0.073
H: 0.68051 -4.14277 -1.10922  0.074
H: -0.82451 -4.28460 -2.09016  0.101
H: 4.32701 -4.66456 -4.54539  0.100
H: 4.41492 -2.88664 -4.67709  0.079
H: 3.77518 -3.97502 -5.96524  0.098
C: -4.53751 2.70807 -0.66367  -0.017
O: -5.14770 1.64219 -1.38677  0.065
C: -4.46063 1.03465 -2.33435  -0.566
O: -3.44862 1.46275 -2.88931  0.023
O: -5.12369 -0.00684 -2.72263  0.077
C: -4.51738 -0.92272 -3.63762  0.012
H: -5.38529 3.24849 -0.24371  0.114
H: -3.92986 3.35292 -1.29621  0.096
H: -3.97588 2.37307 0.20892  0.091
H: -3.94439 -1.65199 -3.06435  0.106
H: -3.88501 -0.38523 -4.34070  0.099
H: -5.20495 -1.51210 -4.23891  0.109
C: 2.42652 -0.55727 -1.38145  -0.040
C: 3.03556 -0.53403 -2.72115  -0.247
N: 3.46479 -0.51227 -3.77970  0.162
H: 3.21988 -0.31635 -0.67782  0.082
H: 1.92147 -1.49707 -1.16643  0.061
H: 1.63260 0.18950 -1.31626  0.060
C: 1.06879 1.69673 2.49677  -0.050
C: 0.16495 1.82689 3.63266  -0.272
N: -0.51557 1.98063 4.54036  0.165
H: 2.01427 1.89486 3.01986  0.102
H: 0.94742 2.45825 1.73365  0.063
H: 1.18949 0.69421 2.09109  0.049
C: -2.20692 -0.93157 5.00239  -0.086
C: -1.46904 -1.20639 6.24325  -0.279
N: -0.95875 -1.48023 7.23029  0.132
H: -1.64450 -1.18860 4.11126  0.053
H: -2.48071 0.12409 4.98433  0.059
H: -3.16946 -1.44176 5.04763  0.079

Entry 4:
Density functional theory data (wB97M-V/def2-TZVPD) for one molecule with the formula C20H36N4O2S.

The net charge is 0. The calculation puts the energy above the lowest of the compared OMol25 structures with the same formula, charge and spin at 0.000 eV. Its SMILES is CCOCCCNC(=S)N1[C@@H]2CC[C@H]1C[C@H](NC(=O)NC1CCCCC1)C2. Its frontier orbital gap is 8.4419 eV. The total energy is -42217.18824 eV. The calculation puts the LUMO energy at 0.0246 hartree.

Each line ends with the Löwdin charge.
Positions of all 63 atoms, in Å:
C: -0.83934 -1.81498 -2.43373  -0.060
C: -0.44573 -2.93528 -1.48575  -0.274
O: 0.62543 -2.53090 -0.65634  -0.183
C: 1.04704 -3.56685 0.20602  -0.233
C: 2.15508 -3.09420 1.14086  -0.151
H: 1.80819 -2.23400 1.71534  0.108
H: 2.37323 -3.90431 1.83735  0.118
C: 3.44215 -2.70269 0.40705  -0.232
N: 3.31460 -1.44085 -0.28040  0.013
C: 3.52792 -0.26748 0.36732  -0.791
N: 3.24953 0.87537 -0.29561  -0.058
C: 2.41454 0.99531 -1.47630  -0.256
H: 2.65493 0.22795 -2.21580  0.147
C: 0.95283 0.88712 -1.03804  -0.087
H: 0.28639 0.98403 -1.89359  0.110
H: 0.78299 -0.09285 -0.58658  0.109
C: 0.59523 1.97131 -0.00852  -0.277
N: -0.63710 1.60558 0.67289  0.101
C: -1.80892 1.38548 0.01027  -0.553
O: -1.90822 1.42158 -1.20155  0.053
N: -2.87247 1.13191 0.83361  0.095
H: -2.69753 0.94960 1.80947  0.140
C: -4.12308 0.62806 0.30325  -0.332
C: -5.30569 1.26700 1.02924  -0.156
C: -6.62149 0.75976 0.44654  -0.202
C: -6.70060 -0.76079 0.54450  -0.212
C: -5.51842 -1.40276 -0.17522  -0.201
C: -4.20139 -0.89867 0.40586  -0.147
H: -3.35860 -1.33893 -0.13116  0.106
H: -4.12749 -1.19316 1.45698  0.120
H: -5.56054 -1.15200 -1.23710  0.116
H: -5.57147 -2.48981 -0.08434  0.108
H: -7.63693 -1.11269 0.10730  0.107
H: -6.69057 -1.05783 1.59603  0.113
H: -6.68936 1.05882 -0.60138  0.115
H: -7.45996 1.21212 0.97993  0.108
H: -5.24509 2.35272 0.93817  0.116
H: -5.25478 1.01329 2.09169  0.117
H: -4.13201 0.91947 -0.75205  0.151
H: -0.64155 1.67203 1.67690  0.135
H: 0.43221 2.91837 -0.54109  0.151
C: 1.69980 2.15179 1.03681  -0.087
H: 1.54738 3.08069 1.58917  0.126
C: 3.09160 2.14360 0.39058  -0.309
H: 3.85885 2.25266 1.15877  0.103
C: 3.22344 3.16452 -0.74208  -0.106
H: 2.61729 4.04692 -0.54880  0.113
H: 4.26088 3.48072 -0.84091  0.113
C: 2.76664 2.39704 -1.99427  -0.104
H: 1.90835 2.85771 -2.47864  0.116
H: 3.57460 2.33570 -2.72247  0.112
H: 1.66770 1.32220 1.74834  0.105
S: 4.21894 -0.21419 1.87847  0.675
H: 2.60743 -1.44904 -1.00212  0.110
H: 3.70779 -3.46725 -0.32791  0.122
H: 4.25419 -2.60041 1.13017  0.064
H: 1.40392 -4.42028 -0.39452  0.126
H: 0.18908 -3.91620 0.80302  0.124
H: -0.14051 -3.82518 -2.06051  0.121
H: -1.30404 -3.22388 -0.85789  0.117
H: 0.01615 -1.51337 -3.03228  0.078
H: -1.20653 -0.94896 -1.89048  0.049
H: -1.62388 -2.16850 -3.09720  0.080